Entry 1:
A single C12H14N2O3 molecule in a non-equilibrium geometry, computed with wB97M-V/def2-TZVPD.

Each line ends with the Löwdin charge.
Element x y z (Å)
H -0.54 1.25 -1.65  0.130
C 0.57 1.05 0.23  -0.247
C 0.06 -3.03 2.76  -0.015
H 0.32 -2.67 3.75  0.103
H -0.42 -4.32 -0.95  0.111
O -2.05 3.59 -1.89  0.071
N 0.38 -0.89 1.70  0.167
C -0.89 3.93 -1.63  -0.494
C 0.02 -4.41 2.51  -0.064
H 0.45 5.21 -2.70  0.083
C -0.74 -2.51 0.38  -0.128
H -1.84 -2.47 0.47  0.184
H -1.42 1.76 -0.19  0.125
H 0.52 1.60 1.19  0.152
H 2.37 2.21 -0.25  0.078
O -0.44 -1.18 -1.61  0.088
C -0.12 -4.86 1.12  -0.082
H -1.26 5.68 -2.84  0.098
O 0.00 3.16 -0.93  -0.005
H 2.63 0.54 0.28  0.070
C -0.33 -1.30 -0.40  -0.368
C -0.12 -2.09 1.68  -0.249
C -0.49 5.30 -2.14  0.005
H -0.30 6.01 -1.30  0.094
N 0.21 -0.37 0.48  -0.043
C -0.46 1.79 -0.69  -0.106
C -0.38 -3.96 0.09  -0.007
H 0.18 -5.11 3.33  0.096
H -0.01 -5.92 0.88  0.099
C 2.01 1.19 -0.32  -0.035
H 2.08 0.82 -1.35  0.087

Results
**Energy above the lowest of the compared OMol25 structures with the same formula, charge and spin**: 74.6 kcal per mole
**SMILES**: CC(=O)OC[C@H](C)N1N=C2C=CC=C[C@@H]2C1=O
**Kohn-Sham gap**: 7.8384 eV
**LUMO energy**: -0.34 eV

=====

Entry 2:
A molecular structure, C31H40GeNOPdS6SbSi3 in a non-equilibrium geometry, computed with wB97M-V/def2-TZVPD.

Each line ends with the Löwdin charge.
Element x y z (Å)
H -2.17 2.35 3.94  0.028
C -1.70 -1.14 -4.18  -0.188
O -2.42 0.38 -0.04  -0.361
C -0.60 5.07 -2.26  -0.230
H -0.93 -1.47 -4.87  0.101
H -3.22 3.94 -0.94  0.015
C -2.84 -0.52 -4.58  -0.439
H 3.37 2.64 2.05  0.016
H -1.11 5.51 -3.12  0.025
H -2.27 4.01 0.96  0.009
Si -0.62 2.43 2.04  0.352
C -6.71 -1.21 -0.13  -0.202
C -0.67 -6.23 0.60  -0.085
H 4.62 2.91 0.82  0.033
H 4.19 3.93 -1.85  0.025
C -0.94 -1.81 0.61  -0.663
H -7.65 -1.72 -0.33  0.087
C -2.28 -2.04 -0.02  -0.577
C 0.81 2.98 3.14  -0.250
S -4.98 0.40 0.83  1.068
Sb 1.84 -1.09 0.45  0.443
C -1.62 -1.30 -2.77  -0.141
C -2.04 1.73 3.05  -0.223
H -2.95 1.76 2.45  -0.007
H -3.14 2.19 -1.21  -0.004
Si 2.44 3.40 -0.16  0.325
C -2.54 -3.30 -0.74  -0.083
H 0.48 5.15 -2.43  0.003
C 2.24 5.20 0.38  -0.224
S 4.06 -1.45 0.10  -0.179
S 1.17 0.35 -1.45  0.128
H 2.99 -5.75 -1.35  0.104
C -1.32 4.12 1.49  -0.242
C -2.71 -0.81 -2.11  -0.433
H -0.72 1.32 -3.56  -0.010
C -1.89 -4.45 -0.61  -0.022
S -2.28 -2.14 1.81  0.912
H 1.56 5.30 1.23  0.000
C 0.21 -7.13 0.14  -0.108
C 1.66 -4.40 -0.54  -0.094
H 0.19 2.74 -4.11  0.029
C -2.93 3.17 -1.65  -0.214
H -2.16 -5.27 -1.26  0.109
H -1.55 2.62 -4.43  0.030
H 1.85 5.81 -0.44  0.014
S -3.83 -0.12 -3.23  1.040
C 3.61 2.51 1.00  -0.209
H -1.87 0.70 3.34  0.001
C -2.94 -0.77 -0.60  -0.606
N 2.62 -9.06 -1.39  0.060
H 1.43 3.70 2.62  -0.014
C 0.29 -2.55 0.31  -0.412
S 1.08 -0.40 2.56  0.093
C 2.09 -8.10 -1.03  -0.296
H -7.37 0.30 1.32  0.048
C 0.44 -3.88 0.04  -0.192
C 2.03 -5.69 -0.85  -0.082
C -5.47 -1.56 -0.72  -0.147
Si -1.11 3.26 -2.07  0.356
H 3.38 2.39 -2.21  0.014
H -1.50 -6.63 1.17  0.088
H 3.21 5.60 0.68  0.026
H -5.35 -2.36 -1.45  0.102
C -4.44 -0.78 -0.30  -0.478
H -1.51 4.70 2.40  0.034
C 3.22 3.42 -1.87  -0.234
Ge 0.37 2.25 -0.47  0.370
H -0.84 5.67 -1.37  0.018
H -3.52 3.30 -2.56  0.028
H -3.15 -0.26 -5.58  0.052
H 2.39 -3.66 -0.82  0.027
H 3.66 1.44 0.79  -0.030
H -0.64 4.71 0.86  -0.009
C 1.42 -6.92 -0.60  -0.293
H 1.43 2.15 3.49  -0.026
H -1.13 -4.34 1.34  0.087
H 0.37 3.49 4.00  0.030
C -6.59 -0.16 0.74  -0.436
H 0.00 -8.17 0.38  0.094
H -3.31 -3.24 -1.51  0.103
Pd -0.47 0.21 0.76  0.291
C -0.77 2.40 -3.70  -0.222
H -0.80 -1.78 -2.26  0.100
C -0.78 -4.74 0.39  -0.263
H 2.59 3.92 -2.60  0.011

Results
**Energy above the lowest of the compared OMol25 structures with the same formula, charge and spin**: 40.7 kcal per mole
**Kohn-Sham gap**: 4.9147 eV
**LUMO energy**: 3.75 eV
**Net charge**: -2

=====

Entry 3:
A single C21H28N4O4S molecule in a non-equilibrium geometry, computed with wB97M-V/def2-TZVPD.

Each line ends with the Löwdin charge.
Element x y z (Å)
O -5.50 -0.43 -1.58  -0.078
C -4.45 1.35 -0.31  0.025
H -6.75 1.19 -1.95  0.097
H 0.82 -3.33 3.14  0.092
H -7.45 -0.45 -2.02  0.094
H -7.07 0.29 -0.44  0.097
H 0.48 3.98 2.49  0.125
H 0.10 -3.39 -1.09  0.086
C -2.04 1.16 0.09  -0.209
C -3.20 -0.54 -1.17  0.015
C -1.22 -3.19 1.31  -0.018
H 5.32 0.18 -3.73  0.033
H 0.26 -4.92 -0.23  0.088
H 0.68 -4.89 2.32  0.088
N -0.89 1.59 0.60  0.170
C 3.24 0.60 0.52  -0.221
O 4.77 1.83 1.93  0.091
H 5.00 1.52 -4.85  0.025
H -1.74 -2.71 0.49  0.064
H 5.23 1.85 -3.12  0.025
S 3.05 0.96 -3.63  0.789
H 2.09 -3.86 2.04  0.078
C -3.27 1.86 0.25  -0.144
C 1.93 -1.42 0.80  -0.558
O 0.64 -1.79 0.97  0.024
C 0.42 3.11 1.82  -0.065
H 2.03 -0.24 -1.87  0.069
H 4.16 1.79 -1.02  0.112
H -1.44 -2.63 2.22  0.090
C -2.03 3.50 1.50  -0.013
N 2.01 -0.07 0.81  0.124
H 1.15 0.48 0.83  0.102
H 4.03 -0.16 0.54  0.157
N 1.41 2.39 1.48  0.027
H -3.24 -1.46 -1.72  0.122
C 3.64 1.68 1.53  -0.407
H 2.40 1.99 -0.91  0.110
N 2.65 2.55 1.91  0.077
C 1.02 -3.86 2.22  -0.020
H 2.91 3.29 2.58  0.170
C -4.43 0.16 -1.01  -0.268
C -0.87 2.72 1.28  -0.261
C 0.60 -3.89 -0.27  -0.017
C -3.22 3.07 0.99  -0.005
H 1.68 -3.88 -0.45  0.080
C 0.29 -3.19 1.05  -0.574
H -1.58 -4.20 1.42  0.089
H -1.11 -0.58 -0.74  0.105
C -6.75 0.20 -1.48  -0.084
O 2.87 -2.16 0.66  0.083
C 3.21 1.27 -0.87  -0.199
H -5.37 1.91 -0.17  0.109
H -4.13 3.63 1.13  0.117
H 3.77 -0.55 -1.92  0.085
H -1.96 4.41 2.07  0.107
C 4.84 1.14 -3.84  -0.411
C 3.01 0.22 -1.96  -0.498
C -2.05 -0.06 -0.64  0.004

Results
**Energy above the lowest of the compared OMol25 structures with the same formula, charge and spin**: 49.8 kcal per mole
**SMILES**: COc1ccc2nc(/C=N/NC(=O)[C@H](CCSC)NC(=O)OC(C)(C)C)ccc2c1
**Kohn-Sham gap**: 7.9391 eV
**LUMO energy**: -0.35 eV

=====

Entry 4:
A molecular structure, C40H60FGeN3O3PtS2Si4, computed with wB97M-V/def2-TZVPD.

Each line ends with the Löwdin charge.
Element x y z (Å)
C -2.15 1.61 2.81  -0.317
H -2.39 -6.21 -0.94  0.128
H -1.75 8.09 0.21  0.109
Si -0.31 1.59 3.10  0.466
C 2.91 3.85 -4.49  -0.201
C 0.09 -0.49 -3.20  -0.205
C 0.53 5.13 1.30  -0.671
C -6.08 -5.70 -0.80  -0.080
H -4.36 -8.07 -0.82  0.135
C -0.67 4.88 0.57  -0.661
H 1.18 2.85 4.61  0.030
H 5.61 -0.59 -0.85  0.038
H 5.94 3.36 0.62  0.047
H 2.57 -0.71 -5.17  0.042
H -0.29 4.20 -3.76  0.044
H -5.23 -4.04 -1.87  0.133
Pt 0.69 1.99 0.96  0.570
H -0.18 -0.02 -4.15  0.027
H 6.49 2.46 -2.36  0.050
O 0.02 0.29 -0.01  -0.372
N 0.49 -3.58 1.35  0.013
H 3.79 -1.85 -2.56  0.031
H 1.85 4.88 -0.80  -0.022
H -0.17 -1.56 -3.28  0.034
F -4.09 -2.08 -1.33  0.041
C 0.08 7.50 1.23  -0.065
H -4.56 -0.25 1.28  0.096
H -0.53 -0.06 -2.41  0.001
Ge 2.15 1.51 -1.22  0.764
H -0.17 3.87 4.10  0.015
C -2.86 -3.80 -0.26  -0.162
H 3.78 0.36 -4.45  0.018
H -5.94 1.70 1.96  0.101
H 2.53 4.76 -4.96  0.045
C 5.74 0.26 -0.18  -0.175
C 0.24 -0.95 0.40  -0.320
C -3.46 -6.07 -1.00  -0.143
C -1.99 -1.55 -0.47  0.032
Si 4.81 1.73 -0.78  0.527
C -1.48 5.99 0.20  -0.115
H 4.36 2.96 1.31  0.012
H 1.79 6.65 2.17  0.107
C 0.15 3.28 -3.37  -0.214
C 0.68 -4.93 1.81  -0.279
O 2.89 0.42 0.39  -0.361
N -3.87 -4.81 -0.40  -0.105
C -0.13 -5.43 2.96  -0.100
C 0.11 2.86 4.39  -0.239
H 3.19 5.42 -1.82  0.035
H -0.11 -0.18 4.74  0.047
C -4.17 -7.17 -0.23  -0.073
H 5.43 -0.04 0.82  0.025
H -2.17 -0.30 1.83  0.080
C 1.52 -2.68 1.47  0.015
H 6.81 0.51 -0.17  0.048
H -2.40 5.79 -0.35  0.104
C 2.15 5.09 -1.82  -0.208
C 2.74 -1.85 -2.28  -0.190
H -1.57 -5.15 0.84  0.097
H -4.91 3.57 3.18  0.104
H -0.43 2.60 5.31  0.046
H -5.33 -6.07 1.08  0.182
C 0.87 6.47 1.62  -0.118
Si 1.93 3.60 -2.92  0.462
C 2.70 -0.60 1.20  -0.580
H 2.67 -2.02 -1.21  0.008
H 1.31 -0.21 3.67  0.036
H 2.80 3.04 -5.20  0.016
C 1.33 -5.15 3.13  -0.082
H -0.82 -4.72 3.41  0.112
H 2.22 1.00 -4.98  0.004
H 1.53 5.91 -2.20  0.046
H 1.60 -4.28 3.71  0.110
H 2.41 -3.03 1.96  0.142
H -0.44 2.97 -2.50  -0.020
H -5.60 -3.67 -0.19  0.135
H -0.47 -6.46 2.94  0.099
H -7.11 -5.46 -0.53  0.136
C -5.20 -4.44 -0.85  -0.143
H -3.62 -7.44 0.68  0.133
C -2.95 2.70 3.18  -0.107
H 0.91 -5.64 1.01  0.154
H 2.26 -2.70 -2.79  0.036
C -2.76 0.55 2.13  -0.101
C 2.71 0.15 -4.51  -0.215
S -1.18 3.32 0.15  0.770
C -4.89 1.67 2.20  -0.085
H -2.15 -0.54 -0.81  0.126
C -0.66 -3.24 0.65  -0.115
H 0.07 2.51 -4.14  0.024
S 1.61 3.90 1.79  0.675
H -0.23 -0.90 3.12  0.022
H 2.02 -5.98 3.22  0.108
C -0.79 -1.89 0.19  -0.089
C 0.22 -0.09 3.70  -0.171
H -6.09 -6.26 -1.73  0.133
N -5.50 -6.62 0.23  0.054
C -2.97 -2.49 -0.68  -0.210
H 5.39 1.34 -3.16  0.027
H 4.46 4.07 -0.07  0.020
C -4.12 0.58 1.82  -0.077
H -2.51 3.53 3.71  0.099
O 3.50 -0.90 2.07  0.074
C -1.67 -4.16 0.43  0.031
H 3.98 4.01 -4.31  0.015
H -3.73 -6.10 -2.07  0.135
H 0.36 8.52 1.48  0.110
Si 1.92 -0.27 -2.86  0.378
H 4.90 3.02 -2.90  -0.013
C 1.45 -1.41 1.01  -0.103
C -1.12 7.26 0.51  -0.069
H -6.15 -7.37 0.47  0.181
C -4.31 2.72 2.88  -0.082
C 4.89 3.17 0.38  -0.198
C 5.44 2.18 -2.47  -0.194

Results
**Energy above the lowest of the compared OMol25 structures with the same formula, charge and spin**: 21.9 kcal per mole
**2S+1**: 6
**Kohn-Sham gap (alpha / beta)**: 4.1482 / 5.0912 eV
**LUMO energy (alpha / beta)**: -2.78 / -4.23 eV
**Net charge**: +1

=====

Entry 5:
A molecular structure, C26H52AsF12N6O10 in a non-equilibrium geometry, computed with wB97M-V/def2-TZVPD.

Each line ends with the Löwdin charge.
Element x y z (Å)
F 1.03 -1.38 -0.06  -0.276
F 2.64 -6.91 -3.27  0.167
N -1.11 3.13 -1.44  0.034
H 0.72 -3.91 0.53  0.110
O 1.65 2.64 -3.64  0.149
O 1.80 4.97 -0.27  0.031
H -1.02 2.25 -3.29  0.058
O 6.34 -2.13 0.26  0.022
C 1.80 -5.52 -1.56  -0.402
H -1.47 -6.21 0.45  0.078
H -2.17 -1.71 3.53  0.067
H -1.67 -4.53 0.01  0.070
C -5.51 1.15 3.53  0.007
H 1.07 2.55 4.24  0.075
F 1.81 -5.04 -3.88  0.164
H 4.31 1.84 -0.63  0.082
H -3.71 -2.58 3.87  0.075
H 0.80 -5.59 1.07  0.127
H 4.45 5.18 3.25  0.071
H -4.97 1.64 2.73  0.071
C -1.08 -5.21 0.63  -0.076
C 2.52 4.14 -0.81  -0.556
H 4.00 -2.74 -1.99  0.052
H -8.02 -2.01 0.68  0.082
H -5.62 -2.63 1.90  0.118
C 5.00 -2.89 -1.59  0.002
C 1.40 4.06 2.79  -0.555
H 3.49 1.95 -2.04  0.064
H 3.05 2.99 3.09  0.121
C 4.22 -1.07 1.63  -0.080
H -2.76 1.84 0.25  0.050
F 0.42 1.27 -6.61  0.180
H -7.74 -0.79 1.89  0.076
H -2.99 0.24 3.48  0.113
H -3.48 -0.64 0.70  0.058
H 3.42 -0.33 1.76  0.062
O 1.37 0.55 -4.36  0.036
C -7.48 -1.82 1.62  -0.078
F -0.99 -2.08 1.14  -0.246
C -3.09 -1.71 4.10  -0.084
C 0.93 2.28 -5.93  -0.550
H -7.87 -2.49 2.37  0.083
F -0.03 3.20 -5.75  0.155
H -0.40 2.95 3.34  0.080
N -3.67 -0.42 3.82  0.029
As -0.22 -0.53 0.88  0.809
H 5.73 -2.58 -2.33  0.081
F 1.92 2.86 -6.61  0.172
H -3.65 -2.32 1.11  0.060
H 3.22 -1.86 -0.08  0.095
C 1.48 -1.60 -3.40  -0.059
C 1.60 -0.11 -3.10  -0.173
C 1.66 -6.05 -3.02  -0.563
H 0.48 -1.72 -3.81  0.088
O 0.64 -5.44 -0.99  0.049
F 0.54 0.96 0.30  -0.258
C -1.66 2.17 -2.41  -0.074
H 1.44 -2.18 -2.48  0.060
H 3.77 5.70 -1.70  0.082
F 0.83 -0.57 2.25  -0.236
O 2.87 -5.25 -1.10  0.163
C -3.91 -1.58 0.35  -0.006
C -4.99 -0.19 3.97  -0.573
O -5.72 -0.99 4.53  0.018
C 1.43 1.85 -4.51  -0.398
H 5.15 -0.56 1.86  0.082
H 4.38 4.48 1.69  0.073
F -1.17 -0.43 -0.59  -0.255
O 0.81 4.97 2.24  0.058
N 4.11 -1.81 0.40  0.029
C -5.41 -1.35 0.31  -0.556
H 3.95 -1.72 2.47  0.083
H 4.62 4.20 -1.33  0.077
H -0.39 3.60 -1.94  0.119
H 1.53 2.56 -0.04  0.099
F -1.42 0.35 1.81  -0.246
H 2.20 -2.03 -4.09  0.080
H -6.53 1.05 3.17  0.074
O -5.96 -0.66 -0.54  0.033
C 0.67 2.81 3.25  -0.002
H 2.92 0.82 -0.65  0.061
H 5.10 -3.94 -1.33  0.078
N -6.09 -1.98 1.29  0.004
H -1.63 1.13 -2.09  0.060
C 3.66 4.63 -1.64  -0.008
H -5.48 1.78 4.42  0.088
H 0.83 0.24 -2.42  0.118
O -1.30 4.63 0.22  0.040
C 5.22 -2.24 -0.23  -0.558
H -3.00 3.23 1.30  0.075
H -2.62 2.50 -2.83  0.088
H 2.62 0.03 -2.75  0.105
H -1.39 -5.04 1.66  0.078
H 3.45 4.24 -2.65  0.071
H -3.55 -1.89 -0.62  0.087
C 0.39 -4.91 0.31  -0.180
H 3.21 5.74 2.03  0.087
N 2.40 2.83 -0.50  0.045
H -3.83 3.10 -0.34  0.082
F 0.50 -6.63 -3.24  0.183
C -2.94 2.92 0.26  0.002
H -2.89 -1.99 5.14  0.082
C 3.73 4.89 2.47  -0.090
H 0.99 2.02 2.56  0.050
C -1.74 3.64 -0.35  -0.535
N 2.75 3.92 2.86  -0.008
C 3.27 1.79 -0.99  -0.105

Results
**Energy above the lowest of the compared OMol25 structures with the same formula, charge and spin**: 0.0 kcal per mole
**Kohn-Sham gap**: 8.5876 eV
**LUMO energy**: 2.21 eV
**Net charge**: -1

=====

Entry 6:
3 unconnected molecules or ions with the total composition C36H35NO5P, computed with wB97M-V/def2-TZVPD.

Each line ends with the Löwdin charge.
Element x y z (Å)
C -4.58 -0.68 -5.14  -0.082
H 5.67 -4.10 2.69  0.076
H 6.36 -0.16 1.32  0.116
C -3.79 -2.26 -3.34  -0.279
C -0.01 2.68 -0.70  -0.051
C -4.83 -1.77 -4.30  -0.080
C -2.49 -1.53 -3.30  -0.086
H 3.16 -3.84 1.39  -0.006
C -0.88 2.80 1.94  -0.082
H -7.57 -0.54 -6.72  0.101
C -2.42 3.80 3.70  -0.080
O -3.09 5.26 0.47  0.093
C -4.41 5.61 4.41  -0.070
H 0.16 -2.75 2.89  0.008
H 5.87 -2.35 -0.72  0.079
H 1.43 -1.50 2.89  0.018
C 6.71 -1.55 3.29  -0.092
H 0.89 0.31 -3.14  0.107
C -2.25 -0.45 -4.16  -0.095
C 5.77 -1.02 1.00  -0.313
H -4.18 4.83 6.41  0.102
H -8.00 -2.48 -5.25  0.102
C -3.99 5.53 3.10  -0.010
H 4.72 -1.95 2.63  0.120
O -4.01 -3.22 -2.64  0.103
H -4.42 6.16 2.33  0.116
C 0.58 1.87 0.27  -0.030
H 6.63 -0.78 -0.97  0.073
C -3.00 4.63 2.74  -0.082
C -1.52 -1.92 -2.38  0.009
C -3.27 0.02 -5.13  -0.283
H -1.72 -2.74 -1.70  0.114
C -1.33 2.84 3.35  -0.277
C 6.48 -1.59 -0.24  -0.088
H -0.85 1.04 -4.77  0.115
O 3.32 -1.20 1.16  -0.335
C -1.02 0.21 -4.10  -0.010
C -7.04 -1.98 -5.22  -0.070
H -6.22 -3.27 -3.70  0.117
H -0.16 -1.18 2.14  -0.003
H 4.30 0.59 0.87  0.104
C -2.56 4.56 1.31  -0.281
C 2.10 -4.08 1.26  -0.310
H 7.46 -2.01 0.00  0.070
H -2.40 3.22 5.76  0.118
C 4.37 -0.48 0.59  -0.254
H 1.99 -4.86 0.50  0.000
H 0.60 1.30 2.34  0.117
H -5.18 6.31 4.69  0.102
C -0.31 -1.26 -2.33  -0.052
H -1.50 4.18 -1.09  0.117
H 1.37 1.17 0.01  0.094
H 6.69 -2.24 4.14  0.070
C -3.85 4.78 5.38  -0.068
H 6.46 -0.56 3.66  0.074
C -1.03 3.55 -0.35  -0.007
C 5.72 -2.00 2.20  -0.393
C -0.06 -0.20 -3.19  -0.056
C 0.15 1.93 1.58  0.010
H 1.70 -4.46 2.20  0.010
C -1.47 3.61 0.97  -0.093
C -6.06 -2.42 -4.35  -0.009
O -3.06 0.94 -5.89  0.090
H 7.73 -1.52 2.89  0.075
H -5.37 0.61 -6.64  0.116
H 0.43 -1.54 -1.59  0.013
H 5.44 -3.79 0.97  0.067
C 0.61 -1.94 2.32  -0.325
H 0.33 2.63 -1.73  0.099
P 1.19 -2.55 0.65  0.696
H 4.26 -0.52 -0.50  0.089
C -6.80 -0.89 -6.04  -0.071
C 5.98 -3.46 1.86  -0.095
N 2.29 -1.47 0.09  -0.345
C -2.85 3.88 5.02  -0.007
H 7.05 -3.65 1.69  0.070
O -0.85 2.13 4.21  0.109
C -5.58 -0.24 -6.01  -0.010

Results
**Energy above the lowest of the compared OMol25 structures with the same formula, charge and spin**: 2.2 kcal per mole
**Kohn-Sham gap**: 4.3674 eV
**LUMO energy**: 1.02 eV
**Net charge**: -1